(1)
Below is a structure of composition C2H3ClO3P, with properties calculated with ωB97M-V with the def2-TZVPD basis set.

DFT total energy = -30078.1438 eV
2S+1 = 1
Kohn-Sham gap = 7.614 eV
LUMO = 3.5 eV
Energy above the lowest of the compared OMol25 structures with the same formula, charge and spin = 2.294 eV
Total charge = -1

Positions of all 10 atoms, in Å:
C 0.246 -0.390 0.311
C -0.889 0.338 -0.402
O -3.334 -0.727 -1.110
O -2.766 -0.719 1.409
O 0.161 -1.642 -0.139
P -2.396 -0.569 0.004
Cl -1.476 1.981 0.053
H 1.212 0.117 0.066
H 0.098 -0.278 1.412
H -0.761 0.323 -1.482

---

(2)
Below is a cluster of 2 separate species, C2H3ClS in total, with properties calculated with ωB97M-V with the def2-TZVPD basis set.

DFT total energy = -25477.4829 eV
2S+1 = 1
Kohn-Sham gap = 10.471 eV
LUMO = 0.0 eV
Energy above the lowest of the compared OMol25 structures with the same formula, charge and spin = 2.084 eV

Positions of all 7 atoms, in Å:
C 0.699 2.090 -0.391
C -0.689 -0.824 0.053
S 2.186 1.842 -0.076
Cl 0.991 -0.980 0.573
H -0.958 -1.697 -0.316
H -0.889 -0.016 -0.717
H -1.341 -0.414 0.873

---

(3)
Below is a cluster of 2 separate species, C2H3ClS in total, with properties calculated with ωB97M-V with the def2-TZVPD basis set.

DFT total energy = -25475.0999 eV
2S+1 = 1
Kohn-Sham gap = 8.131 eV
LUMO = -0.9 eV
Energy above the lowest of the compared OMol25 structures with the same formula, charge and spin = 4.467 eV

Positions of all 7 atoms, in Å:
C -1.451 0.951 0.151
C 2.055 -1.192 0.322
S -2.241 -0.366 0.646
Cl 3.187 -0.887 -0.788
H -1.464 1.147 -0.841
H -1.218 1.837 0.754
H 1.132 -1.492 -0.243

---

(4)
Below is the molecule C2H3ClS2, with properties calculated with ωB97M-V with the def2-TZVPD basis set.

DFT total energy = -36311.3098 eV
2S+1 = 3
Kohn-Sham gap (alpha / beta) = 7.208 / 6.224 eV
LUMO (alpha / beta) = 0.3 / -3.0 eV
Energy above the lowest of the compared OMol25 structures with the same formula, charge and spin = 0.634 eV

Positions of all 8 atoms, in Å:
C 1.611 -0.211 0.317
C -1.275 0.191 -0.334
S 3.035 0.463 0.148
S -0.057 1.074 0.631
Cl 1.270 -1.798 0.557
H -2.173 0.252 0.269
H -0.918 -0.759 -0.271
H -1.492 0.789 -1.318

---

(5)
Below is a cluster of 2 separate species, C2H3F2I in total, with properties calculated with ωB97M-V with the def2-TZVPD basis set.

DFT total energy = -15655.7871 eV
2S+1 = 1
Kohn-Sham gap = 10.001 eV
LUMO = 0.1 eV
Energy above the lowest of the compared OMol25 structures with the same formula, charge and spin = 2.369 eV

Positions of all 8 atoms, in Å:
C -1.046 -0.495 -0.015
C 0.758 0.499 0.088
F 0.804 1.383 1.202
F 0.821 1.198 -1.111
I 2.345 -0.884 0.028
H -1.744 0.188 0.092
H -1.087 -0.771 -1.081
H -0.851 -1.118 0.797

---

(6)
Below is the molecule C2H3F2NO, with properties calculated with ωB97M-V with the def2-TZVPD basis set.

DFT total energy = -11092.8613 eV
2S+1 = 1
Kohn-Sham gap = 11.429 eV
LUMO = 0.8 eV
Energy above the lowest of the compared OMol25 structures with the same formula, charge and spin = 2.754 eV
SMILES = O/N=C\C(F)F

Positions of all 9 atoms, in Å:
O -1.609 0.520 -0.619
N -1.260 -0.339 0.412
C -0.047 -0.482 0.711
C 1.022 0.172 -0.146
F 1.775 -0.877 -0.645
F 1.830 1.102 0.315
H -2.610 0.404 -0.563
H 0.315 -1.089 1.555
H 0.583 0.591 -1.020

---

(7)
Below is a cluster of 2 separate species, C2H3F2NO in total, with properties calculated with ωB97M-V with the def2-TZVPD basis set.

DFT total energy = -11087.5595 eV
2S+1 = 1
Kohn-Sham gap = 10.359 eV
LUMO = 0.1 eV
Energy above the lowest of the compared OMol25 structures with the same formula, charge and spin = 8.056 eV

Positions of all 9 atoms, in Å:
C -0.030 0.802 -1.827
C 0.428 0.685 -0.375
N -0.236 -0.774 2.374
O 1.299 0.462 -1.305
F -1.475 -0.716 1.873
F 0.192 -2.018 1.974
H -0.489 -0.097 -2.182
H -0.024 1.836 -2.340
H 0.336 -0.178 1.807

---

(8)
Below is the molecule C2H3F2NO2, with properties calculated with ωB97M-V with the def2-TZVPD basis set.

DFT total energy = -13134.5192 eV
2S+1 = 3
Kohn-Sham gap (alpha / beta) = 8.773 / 6.303 eV
LUMO (alpha / beta) = 0.7 / -4.7 eV
Energy above the lowest of the compared OMol25 structures with the same formula, charge and spin = 1.969 eV

Positions of all 10 atoms, in Å:
C 0.826 0.858 -0.141
C 0.018 -0.361 -0.329
N -1.071 -0.637 0.724
O -1.298 0.231 1.526
O -1.519 -1.757 0.648
F -0.853 -0.232 -1.722
F 0.550 -1.535 -0.530
H 1.742 0.989 -0.747
H 0.182 1.678 -0.139
H 1.423 0.767 0.710